C36H89O22P6 | ωB97M-V/def2-TZVPD

Calculated values
F_max ... 9.56 eV/Å
Spin multiplicity ... 1
Total charge ... +1
Frontier orbital gap ... 6.75 eV
LUMO level ... -0.1485 Eh

Bonds (Å) are listed after each position.
Element x y z (Å)
1 P 0.33 5.20 -6.40  O16 1.657, O20 1.730, O25 1.548, O28 1.666
2 P 1.53 -2.23 5.42  O12 1.548, O14 1.666, O18 1.730, O23 1.657
3 P 4.06 -7.56 -0.45  O8 1.666, O11 1.657, O22 1.548, O27 1.730
4 P -2.41 -3.54 0.03  O7 1.657, O17 1.730, O21 1.666, O26 1.548
5 P -0.50 5.58 3.24  O10 1.657, O13 1.666, O15 1.548, O24 1.730
6 P -6.74 1.63 -1.27  C30 1.911, C41 1.921, H66 1.467, H101 1.466
7 O -2.33 -4.45 -1.35  P4 1.657, C55 1.418
8 O 5.67 -7.25 -0.75  P3 1.666, C52 1.420
9 O -2.38 1.27 -2.55  C50 1.497, H143 1.017
10 O -0.86 6.63 2.01  P5 1.657, C43 1.418
11 O 3.80 -6.37 0.68  P3 1.657, C60 1.418
12 O 2.77 -3.00 4.93  P2 1.548
13 O 0.92 4.97 2.61  P5 1.666, C49 1.420
14 O 2.27 -1.81 6.86  P2 1.666, C47 1.420
15 O -1.33 4.41 2.64  P5 1.548
16 O 0.01 4.54 -7.88  P1 1.657, C35 1.418
17 O -1.64 -4.88 0.80  P4 1.730, C36 1.420
18 O 0.13 -1.36 5.97  P2 1.730, C46 1.420
19 O -6.61 5.57 -2.27  C37 1.357
20 O 1.91 5.50 -7.02  P1 1.730, C53 1.420
21 O -3.86 -4.11 0.61  P4 1.666, C61 1.420
22 O 3.60 -6.70 -1.65  P3 1.548
23 O 1.88 -0.85 4.57  P2 1.657, C54 1.418
24 O 0.43 6.87 3.90  P5 1.730, C29 1.420
25 O -1.09 4.93 -5.84  P1 1.548
26 O -3.09 -2.33 -0.66  P4 1.548
27 O 4.57 -8.52 0.90  P3 1.730, C51 1.420
28 O 0.95 3.83 -5.67  P1 1.666, C63 1.420
29 C 1.83 7.03 3.73  O24 1.420, C45 1.521, H105 1.096, H145 1.095
30 C -5.70 2.18 0.24  P6 1.911, C33 1.645, H88 1.190, H120 1.193
31 C 6.23 -5.37 -2.16  C52 1.521, H65 1.094, H97 1.093, H114 1.096
32 C 4.67 -1.96 6.99  C47 1.521, H87 1.094, H93 1.093, H117 1.096
33 C -4.08 2.29 -0.05  C30 1.645, C48 1.650, H76 1.194, H140 1.185
34 C -0.59 2.12 -4.94  C63 1.521, H96 1.093, H122 1.094, H130 1.096
35 C -0.70 5.35 -8.81  O16 1.418, C58 1.518, H85 1.094, H139 1.094
36 C -2.33 -5.89 1.52  O17 1.420, C44 1.521, H121 1.095, H125 1.096
37 C -7.35 4.49 -1.91  O19 1.357, C41 1.640, H69 1.174
38 C 1.97 -7.31 1.96  C60 1.518, H72 1.095, H80 1.092, H131 1.095
39 C -5.90 -3.33 -0.40  C61 1.521, H112 1.094, H126 1.093, H141 1.096
40 C 0.79 0.67 7.16  C46 1.521, H75 1.094, H119 1.095, H135 1.093
41 C -7.02 3.02 -2.56  P6 1.921, C37 1.640, H67 1.192, H79 1.193
42 C -2.18 8.29 3.20  C43 1.518, H90 1.095, H113 1.095, H116 1.092
43 C -2.12 7.28 2.07  O10 1.418, C42 1.518, H115 1.094, H124 1.094
44 C -3.02 -6.90 0.61  C36 1.521, H70 1.094, H77 1.093, H78 1.095
45 C 2.19 7.57 2.35  C29 1.521, H81 1.093, H98 1.095, H137 1.094
46 C 0.06 -0.66 7.20  O18 1.420, C40 1.521, H106 1.095, H147 1.096
47 C 3.34 -2.56 7.40  O14 1.420, C32 1.521, H92 1.095, H129 1.095
48 C -3.73 3.19 -1.39  C33 1.650, C50 1.642, H83 1.192, H110 1.189
49 C 1.08 3.59 2.30  O13 1.420, C59 1.521, H127 1.095, H149 1.095
50 C -3.44 2.31 -2.74  O9 1.497, C48 1.642, H82 1.176, H150 1.193
51 C 5.92 -8.70 1.29  O27 1.420, C57 1.521, H111 1.095, H151 1.096
52 C 6.13 -6.88 -2.04  O8 1.420, C31 1.521, H102 1.095, H107 1.095
53 C 3.04 4.65 -6.80  O20 1.420, C64 1.521, H103 1.095, H153 1.096
54 C 1.55 -0.85 3.19  O23 1.418, C62 1.518, H74 1.094, H132 1.094
55 C -1.29 -4.16 -2.26  O7 1.418, C56 1.518, H89 1.094, H128 1.094
56 C 0.06 -4.56 -1.71  C55 1.518, H99 1.095, H108 1.092, H136 1.095
57 C 6.48 -7.49 2.02  C51 1.521, H133 1.095, H138 1.094, H152 1.093
58 C 0.15 6.51 -9.30  C35 1.518, H94 1.092, H134 1.095, H144 1.095
59 C 0.79 3.35 0.82  C49 1.521, H68 1.094, H73 1.096, H118 1.093
60 C 2.47 -6.16 1.11  O11 1.418, C38 1.518, H86 1.094, H148 1.094
61 C -4.98 -3.27 0.81  O21 1.420, C39 1.521, H100 1.095, H146 1.095
62 C 0.05 -0.82 2.97  C54 1.518, H91 1.092, H104 1.095, H142 1.095
63 C 0.34 3.25 -4.52  O28 1.420, C34 1.521, H109 1.095, H123 1.095
64 C 3.00 3.41 -7.67  C53 1.521, H71 1.094, H84 1.093, H95 1.095
65 H 6.52 -5.08 -3.17  C31 1.094
66 H -8.06 1.27 -0.73  P6 1.467
67 H -7.93 2.71 -3.27  C41 1.192
68 H 0.84 2.28 0.59  C59 1.094
69 H -8.22 4.70 -1.15  C37 1.174
70 H -3.54 -7.65 1.21  C44 1.094
71 H 3.88 2.78 -7.47  C64 1.094
72 H 2.67 -7.52 2.78  C38 1.095
73 H 1.52 3.88 0.20  C59 1.096
74 H 2.01 0.04 2.75  C54 1.094
75 H 0.71 1.18 8.13  C40 1.094
76 H -3.63 2.90 0.87  C33 1.194
77 H -2.29 -7.40 -0.03  C44 1.093
78 H -3.75 -6.43 -0.06  C44 1.095
79 H -6.10 3.17 -3.31  C41 1.193
80 H 0.99 -7.09 2.37  C38 1.092
81 H 1.73 8.55 2.19  C45 1.093
82 H -4.40 1.78 -3.17  C50 1.176
83 H -2.75 3.81 -1.12  C48 1.192
84 H 3.00 3.68 -8.73  C64 1.093
85 H -0.97 4.71 -9.66  C35 1.094
86 H 1.82 -6.01 0.24  C60 1.094
87 H 5.50 -2.58 7.35  C32 1.094
88 H -5.89 1.53 1.21  C30 1.190
89 H -1.49 -4.73 -3.18  C55 1.094
90 H -1.34 8.98 3.15  C42 1.095
91 H -0.18 -0.71 1.91  C62 1.092
92 H 3.26 -3.62 7.13  C47 1.095
93 H 4.76 -1.85 5.91  C32 1.093
94 H -0.36 7.05 -10.09  C58 1.092
95 H 2.11 2.80 -7.51  C64 1.095
96 H -1.33 2.45 -5.67  C34 1.093
97 H 5.28 -4.88 -1.91  C31 1.093
98 H 1.84 6.92 1.54  C45 1.095
99 H 0.33 -3.94 -0.84  C56 1.095
100 H -5.52 -3.65 1.69  C61 1.095
101 H -6.21 0.44 -1.93  P6 1.466
102 H 5.51 -7.32 -2.83  C52 1.095
103 H 3.92 5.24 -7.07  C53 1.095
104 H -0.40 0.01 3.52  C62 1.095
105 H 2.36 6.10 3.97  C29 1.096
106 H -1.01 -0.46 7.39  C46 1.095
107 H 7.13 -7.31 -2.16  C52 1.095
108 H 0.84 -4.43 -2.47  C56 1.092
109 H -0.16 4.00 -3.91  C63 1.095
110 H -4.62 3.97 -1.51  C48 1.189
111 H 5.94 -9.56 1.97  C51 1.095
112 H -6.73 -2.63 -0.29  C39 1.094
113 H -2.13 7.79 4.17  C42 1.095
114 H 6.98 -4.98 -1.46  C31 1.096
115 H -2.91 6.53 2.16  C43 1.094
116 H -3.12 8.85 3.16  C42 1.092
117 H 4.78 -0.95 7.41  C32 1.096
118 H -0.20 3.73 0.53  C59 1.093
119 H 1.85 0.57 6.92  C40 1.095
120 H -6.05 3.29 0.50  C30 1.193
121 H -1.57 -6.43 2.11  C36 1.095
122 H -1.11 1.71 -4.07  C34 1.094
123 H 1.15 2.83 -3.91  C63 1.095
124 H -2.26 7.79 1.11  C43 1.094
125 H -3.02 -5.45 2.26  C36 1.096
126 H -5.37 -3.09 -1.33  C39 1.093
127 H 0.47 2.96 2.95  C49 1.095
128 H -1.31 -3.10 -2.52  C55 1.094
129 H 3.24 -2.51 8.49  C47 1.095
130 H -0.02 1.31 -5.41  C34 1.096
131 H 1.89 -8.23 1.37  C38 1.095
132 H 2.00 -1.73 2.70  C54 1.094
133 H 6.44 -6.58 1.43  C57 1.095
134 H 0.37 7.21 -8.49  C58 1.095
135 H 0.35 1.32 6.40  C40 1.093
136 H 0.06 -5.60 -1.38  C56 1.095
137 H 3.28 7.66 2.25  C45 1.094
138 H 7.53 -7.67 2.30  C57 1.094
139 H -1.62 5.71 -8.35  C35 1.094
140 H -3.52 1.25 -0.03  C33 1.185
141 H -6.31 -4.34 -0.52  C39 1.096
142 H -0.41 -1.74 3.32  C62 1.095
143 H -2.90 0.49 -2.14  O9 1.017
144 H 1.12 6.15 -9.68  C58 1.095
145 H 2.16 7.76 4.48  C29 1.095
146 H -4.68 -2.25 1.05  C61 1.095
147 H 0.39 -1.29 8.04  C46 1.096
148 H 2.45 -5.24 1.70  C60 1.094
149 H 2.12 3.33 2.50  C49 1.095
150 H -2.98 3.06 -3.54  C50 1.193
151 H 6.54 -8.99 0.43  C51 1.096
152 H 5.91 -7.30 2.93  C57 1.093
153 H 3.15 4.42 -5.74  C53 1.096

Atomic partial charges in e from the Löwdin method, atoms 1 to 6: number 1, P, carries 0.774; number 2, P, carries 0.772; number 3, P, carries 0.774; number 4, P, carries 0.774; number 5, P, carries 0.776; number 6, P, carries 1.033